1.
{
  "formula": "C4H6BrNS",
  "method": "ωB97M-V/def2-TZVPD",
  "species": ["C", "C", "C", "C", "N", "S", "Br", "H", "H", "H", "H", "H", "H"],
  "positions_angstrom": [[-1.308670, 2.113363, -0.215748], [-0.069649, 1.729373, 0.109255], [1.468579, -0.211548, 0.119199], [-0.308325, -2.425947, 0.047412], [0.169948, 0.430729, 0.053594], [1.521216, -1.898005, -0.055669], [3.165192, 0.547940, -0.101109], [-1.471604, 3.079438, -0.162732], [-2.038061, 1.493317, -0.534143], [0.590857, 2.480904, 0.514455], [-0.542557, -1.604088, 0.802830], [-0.364156, -3.423941, 0.287556], [-0.812768, -2.311533, -0.864904]],
  "forces_ev_per_a": [[3.203, -1.498, 0.695], [-1.259, 1.792, 0.266], [-6.854, 3.275, -1.109], [2.140, 4.142, 1.354], [7.034, -5.962, 0.492], [-0.588, -1.748, -0.271], [0.060, 0.473, 0.311], [-1.199, 4.691, 0.181], [-2.089, -2.100, -0.953], [0.660, -0.014, -0.113], [-0.805, -1.718, -0.860], [0.185, -2.091, 1.300], [-0.488, 0.758, -1.294]],
  "gap_ev": [7.856, 7.857],
  "relative_energy_kcal_mol": 67.3,
  "charge": 0,
  "total_energy_ev": -86610.11329,
  "lumo_energy_ev": [-0.150, -0.150],
  "molar_mass_g_mol": 180.07
}

---

2.
{
  "formula": "C4H6BrO3",
  "method": "ωB97M-V/def2-TZVPD",
  "species": ["C", "C", "C", "C", "O", "O", "O", "Br", "H", "H", "H", "H", "H", "H"],
  "positions_angstrom": [[1.406697, 0.975963, -0.629366], [-0.507348, 1.266163, 0.981360], [0.760476, -1.696442, -0.646601], [0.221722, 0.344212, 0.200777], [1.314479, 1.253333, -1.807410], [2.267672, 1.055148, 0.222093], [0.191016, -0.940503, 0.437503], [-3.408692, 1.293413, -0.449272], [-0.292379, 2.297669, 0.916254], [-1.538626, 1.175659, 0.409436], [-0.781567, 0.966315, 1.931996], [-0.221039, -2.307817, -1.028659], [1.633286, -2.272782, -0.253922], [1.148556, -0.983547, -1.398662]],
  "forces_ev_per_a": [[-1.795, -0.570, -0.820], [-1.417, -0.937, -1.532], [-1.532, -1.404, -0.779], [1.792, 0.916, 0.816], [0.012, 0.212, -0.858], [1.625, 0.129, 1.390], [-0.256, 1.185, -0.329], [-0.348, -0.064, -0.099], [0.722, 0.821, -0.319], [0.261, 0.192, 0.169], [-0.462, -0.771, 1.999], [3.002, 1.061, 0.592], [-1.101, 0.014, -0.287], [-0.504, -0.783, 0.055]],
  "gap_ev": 7.810,
  "relative_energy_kcal_mol": 53.6,
  "charge": -1,
  "total_energy_ev": -80430.64257,
  "lumo_energy_ev": 3.319,
  "molar_mass_g_mol": 181.99
}

---

3.
{
  "formula": "C4H6Cl10",
  "method": "ωB97M-V/def2-TZVPD",
  "species": ["Cl", "C", "Cl", "Cl", "H", "Cl", "C", "Cl", "Cl", "H", "Cl", "C", "Cl", "H", "H", "Cl", "C", "Cl", "H", "H"],
  "positions_angstrom": [[3.474475, 5.051233, -2.806083], [2.500921, 4.078590, -3.953567], [2.397909, 2.443664, -3.335332], [3.427439, 4.078900, -5.496667], [1.579981, 4.636933, -4.121559], [1.684677, -4.271077, 2.933895], [1.497458, -4.272336, 1.138674], [-0.212392, -4.173926, 0.678918], [2.202614, -5.688375, 0.406958], [2.005963, -3.415657, 0.696356], [-5.787926, -1.204218, -4.627413], [-5.219825, -1.441652, -2.964560], [-6.310364, -0.700851, -1.814418], [-5.222630, -2.511370, -2.755279], [-4.282704, -0.917210, -2.777820], [1.139731, 1.489303, 4.144258], [1.130018, 1.630862, 5.887361], [2.696642, 2.358908, 6.396231], [0.284196, 2.243515, 6.199379], [1.013817, 0.584764, 6.170666]],
  "forces_ev_per_a": [[-0.385, 0.015, 0.036], [1.635, 0.640, -0.207], [-0.609, 0.134, -0.141], [-0.564, -0.083, 0.165], [-0.077, -0.706, 0.148], [-0.037, 0.068, -0.967], [-0.213, 0.246, 0.244], [0.095, 0.138, 0.207], [0.294, -0.407, 0.039], [-0.140, -0.040, 0.481], [0.265, -0.016, 0.058], [-0.073, 0.041, 0.099], [-0.627, 0.240, 0.504], [0.360, 0.262, -0.137], [0.077, -0.528, -0.523], [-0.261, 0.220, -0.913], [0.361, -0.243, -0.206], [-0.802, -0.398, 0.260], [0.372, -0.005, 0.063], [0.329, 0.421, 0.791]],
  "gap_ev": 11.231,
  "relative_energy_kcal_mol": 15.8,
  "charge": 0,
  "total_energy_ev": -129468.83983,
  "lumo_energy_ev": 0.184,
  "molar_mass_g_mol": 408.62
}

---

4.
{
  "formula": "C4H6Cl2",
  "method": "ωB97M-V/def2-TZVPD",
  "species": ["C", "C", "C", "C", "Cl", "Cl", "H", "H", "H", "H", "H", "H"],
  "positions_angstrom": [[-0.768256, -1.393934, -0.645331], [-0.652118, -0.160877, -0.324959], [-1.217005, 1.059993, 0.146066], [1.679296, 0.041220, 0.478326], [2.516638, -1.418941, 0.132139], [2.559490, 1.461179, -0.195961], [-0.033528, -2.142470, -0.479677], [-1.619074, -1.772879, -1.236934], [-0.384094, 1.719387, 0.386632], [-1.783671, 0.851501, 1.053837], [-1.821055, 1.437965, -0.810354], [1.523380, 0.317861, 1.496219]],
  "forces_ev_per_a": [[-1.333, -0.858, -1.517], [4.049, -0.503, 2.055], [-0.997, 1.171, -2.352], [-1.911, 0.752, -1.651], [-0.153, -0.270, 0.287], [-0.632, -0.408, -0.042], [1.033, -0.315, -0.009], [-0.046, 0.277, 0.548], [-0.419, 0.497, -0.232], [-0.397, 0.311, -0.294], [0.751, -0.104, 2.421], [0.056, -0.549, 0.786]],
  "gap_ev": 8.100,
  "relative_energy_kcal_mol": 94.6,
  "charge": 0,
  "total_energy_ev": -29285.74665,
  "lumo_energy_ev": 0.063,
  "molar_mass_g_mol": 125.00
}

---

5.
{
  "formula": "C4H6Cl2",
  "method": "ωB97M-V/def2-TZVPD",
  "species": ["C", "C", "C", "C", "Cl", "Cl", "H", "H", "H", "H", "H", "H"],
  "positions_angstrom": [[0.726054, 0.753903, -0.837959], [-0.030976, -0.153596, 0.024148], [-1.455800, -0.112887, -0.009630], [0.663742, -0.865321, 0.908842], [0.017536, -1.759886, 2.169914], [2.400928, -0.730756, 0.880652], [0.152579, 1.445812, -1.485754], [1.542115, 0.248721, -1.436996], [1.537399, 1.329543, -0.191093], [-2.029689, -0.438481, 0.918044], [-1.895430, -0.602436, -0.830882], [-1.628459, 0.885385, -0.109287]],
  "forces_ev_per_a": [[3.540, 1.582, -0.627], [2.059, -1.109, 0.985], [-2.093, -1.514, 2.320], [0.730, 0.759, -0.793], [-0.377, -0.814, 0.787], [0.033, -0.469, 0.485], [0.235, -0.517, 0.534], [-1.371, 0.079, 0.023], [-2.126, -0.392, -1.003], [1.100, 0.161, -1.057], [-0.448, -0.727, -1.226], [-1.281, 2.960, -0.427]],
  "gap_ev": 9.627,
  "relative_energy_kcal_mol": 19.6,
  "charge": 0,
  "total_energy_ev": -29288.99845,
  "lumo_energy_ev": 0.795,
  "molar_mass_g_mol": 125.00
}

---

6.
{
  "formula": "C4H6Cl2O",
  "method": "ωB97M-V/def2-TZVPD",
  "species": ["C", "C", "C", "C", "H", "H", "H", "H", "H", "H", "O", "Cl", "Cl"],
  "positions_angstrom": [[-0.766988, 1.261342, -0.201768], [-0.069594, -0.109240, -0.005137], [-0.671975, -1.073516, 0.940313], [1.402473, -0.181756, -0.464691], [-1.895027, 0.765419, -0.697585], [-0.675857, 1.964259, 0.721182], [-0.033440, 2.038903, -1.286677], [-1.744686, -0.938171, 1.533683], [0.025869, -1.703611, 1.484403], [1.049465, -0.061944, -1.639339], [-0.808575, -1.212859, -0.556519], [1.979458, -1.749490, -0.091834], [2.208874, 1.000665, 0.263968]],
  "forces_ev_per_a": [[0.001, 0.263, -3.260], [-1.569, 0.562, -0.020], [-2.401, 0.561, 0.069], [-5.769, -1.959, -3.672], [3.192, 2.546, 1.844], [-0.778, -1.369, -1.807], [-2.430, -2.481, 3.185], [3.001, 0.098, -1.831], [-0.301, -0.443, -0.446], [2.199, -0.191, 2.423], [0.490, 0.181, 2.237], [1.290, -1.434, -0.321], [3.075, 3.665, 1.599]],
  "gap_ev": 10.887,
  "relative_energy_kcal_mol": 111.2,
  "charge": 0,
  "total_energy_ev": -31332.59493,
  "lumo_energy_ev": 0.680,
  "molar_mass_g_mol": 141.00
}

---

7.
{
  "formula": "C4H6ClF",
  "method": "ωB97M-V/def2-TZVPD",
  "species": ["C", "C", "F", "C", "C", "Cl", "H", "H", "H", "H", "H", "H"],
  "positions_angstrom": [[1.294746, -0.349033, -0.711140], [0.010681, -0.394984, 0.139004], [-0.139614, -1.665903, 0.681331], [-0.428750, 0.712552, 1.022174], [-1.212520, 0.344046, -0.210846], [-2.746857, -0.527908, -0.182519], [2.064702, -0.953151, -0.229679], [1.180474, -0.769428, -1.680807], [1.642794, 0.682044, -0.844087], [0.098667, 1.663761, 1.128542], [-0.763214, 0.210270, 1.918629], [-1.001106, 1.047739, -1.030606]],
  "forces_ev_per_a": [[-0.492, 0.387, 0.994], [2.179, -0.667, -0.899], [-0.181, 0.576, -0.164], [-0.179, -0.576, 0.752], [0.266, 0.330, -0.548], [0.340, 0.644, -0.044], [0.016, 0.273, 0.243], [-0.458, -0.414, -0.890], [-0.039, -0.208, 0.190], [-0.266, -0.385, -0.170], [-0.302, 0.548, 0.374], [-0.883, -0.509, 0.161]],
  "gap_ev": 11.165,
  "relative_energy_kcal_mol": 14.7,
  "charge": 0,
  "total_energy_ev": -19484.10540,
  "lumo_energy_ev": 0.943,
  "molar_mass_g_mol": 108.54
}

---

8.
{
  "formula": "C4H6ClF",
  "method": "ωB97M-V/def2-TZVPD",
  "species": ["C", "C", "C", "F", "C", "Cl", "H", "H", "H", "H", "H", "H"],
  "positions_angstrom": [[0.603567, 0.892422, 1.437627], [0.327774, 0.467497, 0.004687], [-0.478628, -0.725168, -0.335461], [-1.420930, -1.008755, 0.589043], [-0.714991, -1.300021, -1.453855], [0.152970, -1.174809, -2.968474], [1.096671, 1.865563, 1.455074], [1.287229, 0.104371, 1.873021], [-0.386056, 0.959907, 2.094768], [1.285801, 0.397083, -0.464247], [-0.113606, 1.393794, -0.564408], [-1.639802, -1.871884, -1.667774]],
  "forces_ev_per_a": [[-1.577, -1.447, 1.789], [-0.064, 2.577, -1.262], [-0.541, 1.869, 2.139], [-0.243, -0.088, 0.863], [-1.068, -2.108, -4.032], [0.230, 0.372, 0.666], [-0.037, -0.189, -0.010], [-0.756, 1.028, 0.000], [2.172, -0.186, -1.385], [0.714, -0.327, -0.527], [0.312, -1.719, 0.928], [0.857, 0.220, 0.828]],
  "gap_ev": 10.322,
  "relative_energy_kcal_mol": 19.3,
  "charge": 0,
  "total_energy_ev": -19483.90464,
  "lumo_energy_ev": 0.890,
  "molar_mass_g_mol": 108.54
}